Below is 2 unconnected molecules or ions with the total composition CH5N4O2, with properties calculated with the ωB97M-V functional and the def2-TZVPD basis.

Positions of all 12 atoms, in Å:
C1 -2.43 -0.74 -0.65
N1 0.79 0.54 -0.54
N2 -2.85 -1.70 -0.09
N3 0.62 0.48 0.67
N4 1.53 0.48 1.62
O1 -1.79 0.12 -1.13
O2 2.05 0.76 -1.19
H1 -0.05 0.46 -1.10
H2 -3.60 -2.06 0.38
H3 2.63 0.73 1.66
H4 1.01 0.63 2.49
H5 2.07 0.29 -2.11

The charge is +1. Its spin multiplicity is 1. The value obtained for the HOMO-LUMO gap is 10.62 eV. Its energy above the lowest of the compared OMol25 structures with the same formula, charge and spin is 1.696 eV. For the total energy, the calculation gives -410.23070 hartree. As for the HOMO energy: -15.058 eV.